# 1
50
Properties=species:S:1:pos:R:3:forces:R:3 method="wB97M-V/def2-TZVPD" charge=0 e_lumo_ha=0.016 largest_force_ev_per_a=3.57 gap_ha=0.3720 e_above_lowest_kj_mol=330.58
O -1.84931 -6.31600 1.68260 0.3 1.0 -0.3
C -0.95277 -7.28635 2.19889 -2.2 -1.2 0.2
C -1.46076 -7.80730 3.57419 1.5 -0.8 0.8
O -2.69023 -8.56651 3.58186 -0.1 1.1 -1.3
H -2.71446 -6.31191 2.09865 0.1 -0.4 0.2
H -0.98007 -8.08429 1.45684 0.4 -0.4 0.1
H 0.04864 -6.85713 2.23141 -0.1 0.0 0.4
H -1.35067 -6.95381 4.24315 -1.1 0.3 0.2
H -0.78215 -8.51450 4.05112 0.9 0.0 -0.5
H -3.10877 -8.64258 4.44247 0.4 0.4 0.2
O -2.30448 6.04734 4.20346 -0.6 0.8 -0.3
C -3.48680 5.92886 3.34581 1.7 0.9 1.2
C -4.33087 4.87122 3.94753 -0.4 -1.2 -1.7
O -4.85461 5.18900 5.21511 0.3 0.4 0.5
H -2.55138 5.92065 5.12248 -0.2 0.2 0.2
H -4.15162 6.78233 3.21278 0.6 0.9 0.4
H -2.92831 5.79058 2.42004 -1.0 -0.8 -0.4
H -3.67054 4.00410 3.96105 -0.5 -0.6 0.3
H -5.20628 4.75280 3.30898 0.2 -0.6 -0.5
H -5.77716 4.92618 5.17744 0.1 0.1 0.3
O -1.39712 1.00865 -6.78894 -1.2 -1.0 0.8
C -0.22475 1.57773 -6.33947 2.5 1.9 -1.6
C 1.03338 0.94136 -6.99927 -2.0 0.9 0.4
O 1.40602 -0.17928 -6.32839 1.5 -2.0 1.5
H -1.61182 1.31417 -7.67334 0.2 0.1 0.1
H -0.16474 2.62395 -6.63935 -0.3 0.4 -0.3
H -0.02547 1.69606 -5.27439 -0.9 -1.0 0.3
H 1.84253 1.66872 -6.93356 0.1 -0.2 -0.4
H 0.74899 0.62244 -8.00202 0.2 0.7 -0.6
H 0.68164 -0.79522 -6.19615 -0.2 0.1 -0.2
O 5.40010 0.51133 -2.65661 0.7 0.9 1.5
C 6.06904 1.28476 -1.62557 0.2 -0.4 0.8
C 5.39173 1.06687 -0.20809 1.7 1.1 -1.1
O 4.05985 1.47648 -0.27099 -1.8 -1.0 -0.4
H 4.50045 0.60622 -2.33532 -0.7 -0.4 -0.5
H 7.13178 1.04512 -1.59008 -0.1 -0.6 0.0
H 6.10385 2.34394 -1.88058 -0.6 0.3 -0.1
H 5.76318 1.71153 0.58849 1.3 -0.1 -0.2
H 5.57119 0.03251 0.08515 -0.8 -0.1 0.0
H 4.03435 2.33170 -0.70636 0.0 0.2 0.1
O 0.77430 -0.13381 2.10893 -1.0 0.7 0.8
C 0.15755 -0.91022 1.09073 0.9 0.0 -1.1
C -0.64288 -0.07699 0.08818 2.9 0.8 -0.3
O -1.49973 0.74572 0.75377 -3.2 0.3 1.3
H 1.43622 0.41136 1.67736 0.2 0.1 0.0
H 1.06098 -1.28769 0.61173 -0.7 -1.2 -0.7
H -0.52153 -1.63998 1.53163 0.5 -0.2 0.2
H -0.98548 -0.64383 -0.77750 -0.7 0.0 0.4
H -0.01714 0.73300 -0.28663 1.5 -0.8 -1.1
H -0.97387 1.04075 1.50077 -0.2 0.3 0.4

---

# 2
50
Properties=species:S:1:pos:R:3:forces:R:3 method="wB97M-V/def2-TZVPD" charge=0 e_lumo_ha=0.015 largest_force_ev_per_a=2.97 gap_ha=0.3664 e_above_lowest_kj_mol=297.96
O -1.25472 0.93181 0.60364 -1.0 0.9 2.2
C -0.49673 0.85718 -0.53134 1.1 -0.4 0.0
C 0.34139 -0.43651 -0.43067 0.4 1.3 -1.1
O 1.43319 -0.27554 0.58030 -2.2 0.2 -1.3
H -0.60970 1.00851 1.31050 -0.1 -0.1 0.5
H -1.24347 0.99186 -1.31387 0.5 -0.9 -0.7
H 0.19236 1.69533 -0.63493 0.2 0.3 0.0
H 0.70655 -0.49312 -1.45613 0.8 -0.8 0.1
H -0.38758 -1.22650 -0.25005 0.5 -0.3 0.5
H 2.09179 -0.96128 0.44760 -0.1 -0.3 -0.3
O 2.70838 -0.74641 -3.49855 -1.9 -0.7 -0.1
C 4.09783 -0.80009 -3.50531 -0.1 1.1 1.5
C 4.47614 -1.18398 -2.04260 0.2 -2.0 -1.4
O 5.84354 -1.09227 -1.86642 1.6 0.6 0.4
H 2.30758 -0.89076 -4.35884 0.2 0.0 -0.1
H 4.55336 -1.51532 -4.19018 -0.1 -0.1 0.0
H 4.38140 0.21283 -3.79111 0.9 0.1 0.1
H 4.36849 -2.26859 -2.03105 -0.5 -0.2 0.0
H 3.89469 -0.91236 -1.16156 -0.3 1.1 -0.5
H 6.13130 -0.17694 -1.83526 0.0 0.1 0.0
O -4.75661 1.49820 -0.37233 0.1 0.4 -0.9
C -4.34392 2.02351 -1.62860 1.2 0.9 -0.5
C -4.04527 0.98361 -2.64433 -1.1 -0.9 1.2
O -5.23587 0.26252 -2.85255 -0.5 -0.7 -1.5
H -4.98974 2.29788 0.10490 -0.1 -0.2 0.6
H -5.05781 2.71290 -2.07938 -0.4 0.0 0.3
H -3.39007 2.54974 -1.59184 0.2 0.6 0.8
H -3.26761 0.32331 -2.26044 0.3 -0.1 -0.2
H -3.73500 1.46817 -3.57009 -0.1 -0.2 -0.1
H -5.60209 -0.11322 -2.04861 0.4 0.2 0.3
O -2.46175 2.40389 4.00404 -2.2 -1.2 -1.3
C -1.68446 3.23411 4.76142 0.1 0.7 0.8
C -2.18602 4.71382 5.03680 2.1 -2.1 -0.4
O -1.91613 5.54391 3.93004 -0.5 0.3 -0.1
H -1.95376 2.18702 3.21887 -0.6 -0.1 -0.1
H -1.57214 2.77180 5.74211 0.2 0.0 0.3
H -0.76615 3.10836 4.18786 1.1 1.5 1.0
H -1.45958 4.96666 5.80910 -0.4 0.4 0.7
H -3.20526 4.76607 5.41958 0.0 0.0 -0.4
H -0.95734 5.58443 3.95638 0.1 0.3 -0.5
O 2.41511 -3.29408 -0.60252 0.2 0.0 1.2
C 1.54799 -3.82764 0.47304 1.0 1.1 -1.7
C 1.71890 -5.30416 0.56946 -0.9 -0.6 -2.0
O 2.89800 -5.68909 1.15658 1.4 -0.2 1.9
H 1.95581 -3.35843 -1.44305 -0.2 0.0 0.0
H 1.86842 -3.38085 1.41421 -0.1 0.3 -0.1
H 0.57260 -3.46817 0.14516 -0.4 -0.5 0.8
H 1.85196 -5.70801 -0.43418 -1.1 0.2 -0.5
H 0.81197 -5.73427 0.99439 0.1 -0.3 0.5
H 3.41002 -6.23983 0.55981 -0.1 0.2 0.1